Entry 1:
This record from the OMol25 dataset describes a 5-piece molecular cluster, C6H21NO4 overall. The level of theory is ωB97M-V/def2-TZVPD.

The geometry in XYZ format:
```
32
Properties=species:S:1:pos:R:3:forces:R:3:nbo_charge:R:1
C -0.983093 0.303869 2.098022 -0.177 -0.350 0.095 -0.217
C -0.130217 -0.968319 2.045200 0.108 0.055 -0.067 -0.461
C 0.758831 -1.118809 0.829224 -0.144 -0.126 -0.212 0.053
C 0.942159 -2.313629 0.275013 -0.140 -0.492 -0.246 -0.440
C 1.513307 0.080147 0.334219 0.251 0.209 0.134 -0.454
C 2.722691 0.377467 1.233828 0.025 -0.046 -0.348 -0.596
N -2.024864 0.427388 1.076505 0.182 0.347 0.133 -0.891
H -0.337346 1.182108 2.076975 0.027 0.077 -0.123 0.186
H -1.483116 0.335000 3.066975 0.012 0.013 0.053 0.196
H 0.506765 -0.987071 2.937453 -0.035 0.031 0.018 0.218
H -0.778246 -1.845727 2.097409 -0.028 -0.004 0.108 0.208
H 0.460302 -3.218717 0.636545 -0.126 0.198 0.188 0.191
H 1.597317 -2.498455 -0.570633 0.100 0.350 0.012 0.198
H 0.879197 0.966937 0.288966 -0.128 -0.018 0.055 0.209
H 1.858033 -0.072482 -0.688237 -0.002 -0.173 -0.019 0.227
H 3.263223 1.237235 0.835841 -0.001 0.071 0.190 0.213
H 2.435674 0.567502 2.267809 -0.010 0.093 0.007 0.198
H 3.408120 -0.471182 1.223308 -0.018 -0.023 0.060 0.207
H -2.798933 -0.205069 1.254659 0.248 0.063 -0.188 0.367
H -1.663607 0.308130 0.130915 -0.108 -0.204 0.112 0.394
H 0.324446 -0.693090 -3.292125 0.269 0.405 0.061 0.502
H 0.858419 0.305662 -4.317922 0.109 0.148 -0.123 0.473
O 0.895231 0.111529 -3.378512 -0.260 -0.509 -0.013 -0.983
H -1.524853 -0.917945 -2.370987 0.120 -0.094 -0.063 0.507
H -0.778281 -2.217419 -2.038314 -0.049 0.070 -0.014 0.483
O -1.098446 -1.692441 -2.783587 -0.087 0.049 0.223 -0.966
H -2.455484 3.510162 -0.352926 0.263 -0.130 0.205 0.478
H -1.871888 2.452188 0.628532 -0.096 0.181 -0.470 0.505
O -1.621229 3.116063 -0.056584 -0.316 -0.046 0.309 -0.973
H -0.383702 1.007029 -2.334904 -0.292 0.162 0.264 0.506
H -1.269809 1.887658 -1.328119 0.138 -0.201 -0.215 0.506
O -1.220601 1.044278 -1.824548 0.163 -0.105 -0.125 -1.046
```
Forces are in eV/Å.

Computed properties:
charge: 0
2S+1: 1
largest force on an atom: 0.572 eV Å⁻¹
Kohn-Sham gap: 10.1 eV
structure (SMILES): C=C(CC)CCN.O.O.O.O

---

Entry 2:
This record from the OMol25 dataset describes a 2-piece molecular cluster, C3H10NO3 overall. The level of theory is ωB97M-V/def2-TZVPD.

The geometry in XYZ format:
```
17
Properties=species:S:1:pos:R:3:forces:R:3:nbo_charge:R:1
O 1.007301 -1.484204 1.326285 0.053 -0.530 2.906 -0.474
C 0.983825 -1.713468 0.188055 -0.943 2.918 -3.923 0.446
C -0.023516 -0.648204 -0.738317 1.168 -4.103 -0.365 -0.193
C 0.786218 0.686336 -0.877141 -0.950 -0.027 1.417 -0.068
O 0.939508 1.099317 -2.170500 3.323 0.529 -2.026 -0.682
N -1.293598 -0.533755 0.046951 -0.184 -0.011 -0.096 -0.790
H 1.722300 -2.283414 -0.414323 -0.326 -0.302 0.296 0.157
H -0.317951 -1.294515 -1.655559 1.016 1.820 0.868 0.236
H 1.826093 0.638690 -0.584630 -0.158 -0.824 1.657 0.200
H 0.264130 1.451204 -0.171178 0.815 -0.835 -1.303 0.162
H 1.993824 1.075649 -2.301042 -3.920 0.395 -0.306 0.491
H -1.561167 -1.555747 0.412750 0.847 3.209 -0.091 0.456
H -0.996849 0.442925 0.749037 -1.973 -2.871 -0.051 0.503
H -2.075239 -0.339169 -0.638594 1.023 0.254 1.109 0.436
H -1.153841 2.175226 1.993114 0.222 0.387 -0.811 0.511
H -1.181567 1.044078 2.864651 -0.021 -1.272 0.754 0.520
O -0.919472 1.239051 1.970443 0.009 1.262 -0.037 -0.911
```
Forces are in eV/Å.

Computed properties:
charge: +1
2S+1: 1
largest force on an atom: 4.980 eV Å⁻¹
Kohn-Sham gap: 10.2 eV

---

Entry 3:
This record from the OMol25 dataset describes C6H12O5 as an isolated structure. The level of theory is ωB97M-V/def2-TZVPD.

The geometry in XYZ format:
```
23
Properties=species:S:1:pos:R:3:forces:R:3:nbo_charge:R:1
C 1.169794 -1.071836 0.139303 -2.009 -1.809 2.549 0.026
C -0.234533 -1.399977 -0.482635 -1.780 -1.543 0.226 -0.463
C -1.418561 -0.707690 0.338654 0.583 -3.687 -1.137 0.101
C -1.261909 0.778239 0.189517 0.333 0.248 3.510 -0.002
C 0.158591 1.343509 0.745987 1.464 -0.835 -3.181 0.064
C 1.522664 0.381571 0.503602 0.504 2.447 0.311 0.033
H 2.970242 -1.634128 0.177992 -1.556 0.022 -2.938 0.491
H 0.927754 -1.788745 1.089635 1.578 2.081 -1.337 0.178
H -0.428851 -1.184714 -1.601589 0.633 -0.755 1.698 0.238
H -0.461364 -2.510964 -0.025932 0.808 2.100 -2.713 0.224
H -1.212787 -1.354348 1.399053 -1.253 2.944 -2.119 0.203
H -3.331888 -0.321857 -0.842762 3.133 -3.993 3.070 0.489
H -1.916749 1.094671 1.002629 -0.552 0.856 -0.305 0.168
H -2.044234 2.449071 -0.721322 1.998 -5.471 -2.002 0.506
H 0.016307 1.465125 1.880867 0.523 0.877 -1.934 0.202
H 0.474555 2.077479 -1.238141 0.106 1.594 5.112 0.509
H 2.235271 0.549051 1.518222 -1.786 -0.771 -2.845 0.190
H 2.247406 -0.046748 -1.318425 0.949 4.082 2.288 0.489
O 2.269045 -1.593894 -0.605504 1.335 -0.928 2.949 -0.704
O -2.788370 -1.219869 -0.204480 0.196 4.768 -1.482 -0.751
O -1.665982 1.252217 -1.065597 -1.830 5.199 1.755 -0.705
O 0.471746 2.515014 -0.168475 -1.279 -2.324 -1.402 -0.735
O 2.301851 0.928812 -0.710593 -2.098 -5.101 -0.072 -0.751
```
Forces are in eV/Å.

Computed properties:
charge: 0
2S+1: 1
largest force on an atom: 6.159 eV Å⁻¹
Kohn-Sham gap: 9.5 eV

---

Entry 4:
This record from the OMol25 dataset describes C29H34IInN6O3S3 as an isolated structure. The level of theory is ωB97M-V/def2-TZVPD.

The geometry in XYZ format:
```
77
Properties=species:S:1:pos:R:3:forces:R:3:mulliken_charge:R:1
In -0.330469 -0.094207 -0.295221 -0.392 0.044 -0.619 0.851
O 6.693732 3.409589 -3.189632 -0.033 0.026 -0.008 -0.538
C 5.650127 3.898504 -3.997452 -0.037 -0.066 0.091 -0.464
N 4.385702 3.979988 -3.299706 0.024 0.047 -0.073 -0.169
C 3.522780 2.926700 -3.299087 0.059 0.010 0.014 0.316
O 3.721362 1.909791 -3.936030 -0.006 0.006 0.070 -0.657
C 2.285721 3.087303 -2.463700 -0.015 0.013 -0.102 -0.011
C 1.735737 4.306781 -2.096032 -0.031 0.018 0.035 -0.311
C 0.576391 4.328849 -1.336263 0.026 0.057 -0.073 -1.079
C 0.004743 3.128075 -0.965538 -0.077 -0.124 -0.024 -0.255
N 0.529051 1.951497 -1.326746 0.009 -0.380 0.406 0.065
C 1.637636 1.929106 -2.064875 -0.097 -0.098 0.080 -0.128
H 6.557823 2.465851 -3.049496 -0.010 -0.011 -0.041 0.337
H 5.490189 3.274496 -4.872100 -0.003 -0.026 -0.080 0.349
H 5.936284 4.899661 -4.303402 0.075 0.052 0.002 0.337
H 4.299782 4.688014 -2.590973 -0.046 -0.012 0.048 0.240
H 2.184162 5.239314 -2.414327 0.015 0.001 -0.010 0.509
H 0.117216 5.262996 -1.045660 -0.007 -0.024 0.013 0.437
H -0.903998 3.086832 -0.375883 -0.008 -0.029 -0.026 0.460
H 2.024372 0.959576 -2.354560 -0.004 0.016 0.005 0.601
S 1.467478 -4.108131 5.151413 0.042 -0.035 -0.062 -0.309
C 1.787664 -2.940861 4.034686 -0.162 0.169 0.099 0.163
S 1.703581 -3.204838 2.315373 0.151 0.167 -0.118 -0.105
C 2.004928 -1.502540 2.012403 -0.289 -0.492 0.582 0.261
N 2.162944 -0.828400 3.092462 0.156 0.179 0.043 -0.764
N 2.077846 -1.617228 4.215172 0.088 -0.066 -0.141 0.655
C 2.345643 -0.952035 5.459138 -0.066 0.154 -0.065 0.497
C 3.005333 -1.587247 6.499506 0.087 -0.043 0.030 -0.514
C 3.299975 -0.871777 7.652343 0.001 0.001 0.010 -0.627
C 2.950767 0.464427 7.769286 0.013 0.009 -0.015 -0.443
C 2.280281 1.088675 6.726398 -0.023 -0.016 -0.032 -0.565
C 1.978488 0.385270 5.572398 -0.081 -0.093 -0.038 -0.288
S 2.130945 -0.859746 0.407884 -0.755 0.438 -0.551 -0.279
H 3.296500 -2.622281 6.418853 -0.023 -0.001 -0.039 0.335
H 3.813193 -1.371083 8.464722 0.014 0.015 -0.042 0.360
H 3.212901 1.021320 8.660173 -0.069 -0.038 0.005 0.377
H 1.984536 2.127210 6.808308 0.041 -0.023 -0.009 0.349
H 1.469808 0.857942 4.745178 0.004 0.053 0.024 0.483
C -2.361121 0.486602 -3.541113 -0.114 0.006 -0.081 -1.065
C -3.755828 0.493901 -2.909443 0.151 0.053 0.147 0.539
C -4.087871 1.868459 -2.318741 0.007 -0.007 -0.061 -1.556
C -3.964111 -0.632646 -1.908997 0.038 0.136 0.236 0.764
C -4.942647 -1.573847 -2.201868 0.135 -0.110 -0.084 -1.042
C -5.192719 -2.646897 -1.364702 -0.097 -0.029 0.044 -1.094
C -4.514716 -2.724699 -0.159123 0.000 -0.031 -0.090 -0.981
C -3.578797 -1.771551 0.222904 0.098 0.111 -0.099 0.972
C -3.046852 -1.883871 1.648561 0.013 0.297 -0.139 0.519
C -1.535717 -2.127128 1.820149 -0.272 -0.036 -0.086 -1.277
C -3.505866 -0.677626 2.478933 0.066 -0.080 0.099 -1.672
C -3.239368 -0.712070 -0.675685 -0.232 -0.591 -0.054 -0.126
N -2.348147 0.302208 -0.381117 1.630 0.238 0.195 -0.118
H -2.318060 1.202790 -4.367014 0.008 -0.016 0.013 0.517
H -2.121522 -0.502840 -3.938812 0.015 0.040 -0.004 -0.004
H -1.598966 0.753396 -2.813463 -0.010 0.011 -0.015 0.048
H -4.468134 0.312509 -3.719629 -0.026 -0.030 -0.005 0.549
H -3.414362 2.089437 -1.490342 -0.034 -0.012 -0.013 0.166
H -5.114144 1.889277 -1.945742 0.029 0.023 -0.003 0.357
H -3.981974 2.645990 -3.081535 -0.031 -0.017 0.008 0.445
H -5.494585 -1.485002 -3.132737 0.023 0.025 0.019 0.344
H -5.926121 -3.397923 -1.632244 0.007 0.027 0.011 0.368
H -4.734268 -3.546944 0.514139 0.003 0.038 0.040 0.363
H -3.543242 -2.762794 2.063175 0.012 -0.049 0.019 0.559
H -1.002052 -1.196275 2.026078 0.041 -0.001 0.086 0.104
H -1.095234 -2.601456 0.936254 0.002 -0.067 0.034 0.240
H -1.361585 -2.790510 2.669608 0.070 0.025 -0.006 0.512
H -3.137514 0.246836 2.034529 0.008 -0.021 -0.014 0.198
H -3.126044 -0.753827 3.502604 -0.054 0.003 -0.012 0.432
H -4.595589 -0.632742 2.515690 0.025 0.006 0.014 0.428
N 0.797859 -3.148379 -1.752279 0.143 0.096 0.020 -0.067
C 0.465508 -2.301136 -2.725672 -0.123 -0.097 -0.142 0.668
O 0.400814 -1.076140 -2.570665 0.001 0.149 0.519 -0.448
C 0.076491 -2.820055 -4.092497 0.028 -0.112 0.040 -0.947
I 0.583076 -4.838504 -4.555673 -0.019 0.055 0.012 0.054
H 1.221486 -2.748695 -0.921798 -0.028 0.030 0.077 -0.100
H 0.921853 -4.130525 -1.932189 -0.051 -0.018 -0.100 0.140
H 0.550993 -2.189561 -4.835161 0.001 0.044 -0.028 0.421
H -1.002077 -2.735156 -4.193394 -0.033 0.017 0.011 0.312
```
Forces are in eV/Å.

Computed properties:
charge: 0
2S+1: 1
largest force on an atom: 1.659 eV Å⁻¹
Kohn-Sham gap: 6.0 eV

---

Entry 5:
This record from the OMol25 dataset describes the molecule C17H14O3. The level of theory is ωB97M-V/def2-TZVPD.

The geometry in XYZ format:
```
34
Properties=species:S:1:pos:R:3:forces:R:3:nbo_charge:R:1
O -0.171079 -2.085388 -2.222784 -0.406 0.555 1.956 -0.561
C 0.058467 -1.755120 -1.052699 2.010 -1.246 -3.308 0.580
C -0.927650 -1.772999 0.001388 18.016 4.230 6.815 -0.312
C -0.570164 -1.226920 1.237755 1.273 0.162 -1.062 -0.043
C -1.570147 -0.943311 2.343901 1.897 -3.456 -3.273 -0.129
C -0.984589 -0.410068 3.465611 -8.310 -2.621 1.109 -0.184
C -1.725903 -0.282046 4.569252 -8.857 -6.639 -9.718 -0.100
C -3.306467 -0.835801 4.378639 3.438 2.092 3.122 -0.160
C -3.672156 -1.517002 3.220500 -3.480 0.498 4.481 -0.306
C -2.776546 -1.663587 2.284985 2.741 -1.116 -6.610 -0.107
H -3.083909 -2.377902 1.210683 1.140 2.456 3.624 0.217
H -4.657596 -1.980458 3.090738 0.286 0.337 0.380 0.231
H -3.950815 -0.589703 5.361229 1.207 -0.928 -2.746 0.228
H -1.618823 0.088536 5.380815 2.079 4.711 9.916 0.163
H -0.179225 0.023385 3.450165 8.988 4.034 -0.602 0.195
H 0.619451 -0.917930 1.442054 -3.616 -0.866 -0.491 0.245
H -1.740735 -1.862537 -0.208429 -16.620 -2.324 -4.477 0.159
C 1.697582 -1.320992 -0.871983 -4.352 -2.815 -0.476 -0.587
C 1.624141 0.059827 -0.716984 4.472 5.741 0.184 0.593
O 2.006512 0.523513 0.409799 -1.885 0.198 -1.869 -0.624
C 1.673415 1.077193 -1.958764 0.012 -5.319 2.980 -0.262
C 1.647105 0.413728 -3.274042 -0.566 6.510 1.318 -0.194
C 1.475563 1.239985 -4.321978 1.761 0.411 -1.270 -0.175
C 1.844064 2.622937 -4.128089 -2.527 -1.941 -6.451 -0.255
C 1.682251 3.211506 -3.037534 4.991 4.140 12.226 -0.177
C 1.879898 2.362650 -1.687972 -0.551 5.818 -2.162 0.345
O 2.196378 3.122312 -0.443587 -2.060 -6.529 -2.452 -0.690
H 2.049599 2.139836 0.069838 0.898 2.900 0.105 0.514
H 2.232606 4.299143 -2.711810 -2.378 -2.474 -1.615 0.226
H 1.715214 3.361998 -4.898047 0.683 -0.317 -1.341 0.221
H 1.184262 0.883810 -5.325465 0.381 0.161 0.650 0.218
H 1.201991 -0.440626 -3.385199 -1.703 -5.460 -0.045 0.219
H 2.193050 -1.738098 -1.731254 -0.003 0.055 -0.179 0.270
H 1.954256 -1.709870 0.059267 1.044 -0.960 1.283 0.242
```
Forces are in eV/Å.

Computed properties:
charge: 0
2S+1: 1
largest force on an atom: 19.721 eV Å⁻¹
Kohn-Sham gap: 7.8 eV
structure (SMILES): O=C(/C=C/c1ccccc1)CC(=O)c1ccccc1O

---

Entry 6:
This record from the OMol25 dataset describes a 2-piece molecular cluster, C2H3FO2S overall. The level of theory is ωB97M-V/def2-TZVPD.

The geometry in XYZ format:
```
9
Properties=species:S:1:pos:R:3:forces:R:3:nbo_charge:R:1
C -1.500625 -0.752278 0.446186 0.852 -1.516 0.391 0.719
C -1.855851 0.524963 0.383420 -0.185 -1.404 0.188 -0.794
O -1.197364 -1.891774 0.576223 -0.763 2.585 -0.443 -0.478
O 1.888389 -0.754959 -0.951381 1.450 -0.401 -3.020 -0.848
F 2.106830 1.596231 -0.140366 -0.447 -1.126 0.353 -0.509
S 1.843262 0.021752 0.395580 0.585 1.974 1.315 0.865
H 2.768951 -0.658094 -1.455261 -1.573 -0.457 1.339 0.505
H -2.866138 0.647374 0.797822 0.550 0.543 -0.370 0.266
H -1.187455 1.266785 -0.052223 -0.469 -0.197 0.245 0.274
```
Forces are in eV/Å.

Computed properties:
charge: 0
2S+1: 1
largest force on an atom: 3.374 eV Å⁻¹
Kohn-Sham gap: 9.4 eV
structure (SMILES): C=C=O.OSF

---

For the records above, the corresponding relative energy (zero: lowest compared OMol25 entry of this formula, charge and spin) values read 0.000; 4.245; 8.345; 0.797; 9.710; 2.106 eV.